Record 1
ORCA calculation (ωB97M-V with the def2-TZVPD basis set) on a structure of composition C51H47KN14O6.

```
119
Properties=species:S:1:pos:R:3:lowdin_charge:R:1
K 0.45 -0.74 1.31 0.703
C 5.05 -4.02 -7.77 -0.114
O 3.71 -3.87 -7.42 -0.108
C 3.39 -3.30 -6.20 -0.266
C 2.03 -2.96 -6.05 -0.011
C 1.62 -2.51 -4.85 -0.045
C 2.50 -2.30 -3.77 -0.171
C 3.83 -2.66 -3.92 -0.032
C 4.28 -3.22 -5.12 -0.024
C 1.92 -1.74 -2.47 -0.038
C 2.52 -0.67 -1.87 -0.257
C 3.38 0.22 -2.67 -0.037
C 3.59 1.31 -1.92 -0.049
C 2.88 1.10 -0.67 -0.241
N 2.29 -0.07 -0.65 0.098
C 2.71 2.15 0.36 -0.065
C 1.47 2.72 0.62 -0.287
C 1.27 4.17 0.78 -0.033
C -0.02 4.43 0.58 -0.006
C -0.61 3.09 0.32 -0.224
C -1.96 2.88 -0.04 -0.092
C -2.68 4.02 -0.69 -0.172
C -2.94 5.30 -0.20 -0.055
C -3.44 6.32 -0.99 -0.025
C -3.84 6.09 -2.30 -0.289
O -4.35 7.14 -3.04 -0.112
C -4.31 6.97 -4.46 -0.106
C -3.63 4.81 -2.82 -0.035
C -3.05 3.81 -2.05 -0.011
C -2.52 1.60 -0.14 -0.261
N -1.88 0.42 -0.02 0.089
C -2.78 -0.57 -0.12 -0.286
C -2.49 -1.91 -0.36 -0.055
C -3.57 -2.94 -0.29 -0.206
C -4.41 -3.20 -1.39 -0.033
C -5.33 -4.24 -1.38 -0.030
C -5.47 -5.02 -0.20 -0.268
O -6.31 -6.11 -0.06 -0.114
C -7.11 -6.40 -1.19 -0.118
C -4.64 -4.75 0.89 -0.007
C -3.70 -3.74 0.83 -0.010
C -1.27 -2.40 -0.94 -0.261
C -1.15 -3.62 -1.72 -0.029
C 0.05 -3.51 -2.39 -0.065
C 0.65 -2.27 -1.99 -0.263
N -0.19 -1.62 -1.16 0.060
C -4.12 0.00 -0.21 -0.024
C -3.99 1.35 -0.26 -0.012
N 0.30 2.11 0.42 0.118
C 3.84 2.75 1.06 -0.186
C 5.12 2.70 0.59 -0.033
C 6.22 3.12 1.34 -0.018
C 6.05 3.60 2.63 -0.293
O 7.15 3.81 3.41 -0.106
C 6.93 4.15 4.78 -0.101
C 4.74 3.73 3.14 -0.021
C 3.68 3.28 2.38 -0.018
H 5.09 -4.21 -8.84 0.088
H 5.46 -4.84 -7.23 0.074
H 5.63 -3.13 -7.51 0.094
H 1.39 -3.12 -6.90 0.113
H 0.57 -2.30 -4.65 0.126
H 4.50 -2.48 -3.05 0.134
H 5.27 -3.60 -5.25 0.091
H 3.72 0.02 -3.68 0.100
H 4.12 2.21 -2.15 0.086
H 2.12 4.83 0.89 0.105
H -0.47 5.40 0.42 0.091
H -2.68 5.51 0.85 0.116
H -3.61 7.32 -0.58 0.111
H -4.63 7.93 -4.85 0.081
H -5.01 6.20 -4.79 0.078
H -3.29 6.69 -4.80 0.103
H -3.83 4.54 -3.82 0.085
H -2.73 2.91 -2.54 0.122
H -4.35 -2.58 -2.28 0.124
H -5.91 -4.44 -2.27 0.087
H -7.70 -7.31 -0.91 0.095
H -6.48 -6.65 -2.05 0.085
H -7.76 -5.54 -1.43 0.093
H -4.71 -5.36 1.79 0.114
H -2.98 -3.66 1.65 0.117
H -1.87 -4.40 -1.81 0.081
H 0.46 -4.24 -3.10 0.096
H -5.04 -0.57 -0.27 0.092
H -4.78 2.05 -0.40 0.083
H 5.28 2.35 -0.43 0.095
H 7.20 3.02 0.91 0.102
H 7.90 4.37 5.24 0.085
H 6.42 3.35 5.34 0.093
H 6.35 5.07 4.82 0.082
H 4.55 3.97 4.18 0.090
H 2.74 3.24 2.90 0.109
N -2.76 0.67 3.30 0.026
N -3.38 -0.53 3.73 -0.065
C -2.55 -1.63 4.05 -0.481
N -3.33 -2.71 4.36 0.125
N -1.27 -1.52 3.94 0.055
N -0.55 -2.75 4.34 -0.169
O -0.98 -3.75 3.71 -0.233
O 0.98 -2.30 3.53 -0.370
H -1.83 0.69 3.68 0.046
H -2.58 0.61 2.28 0.054
H -4.12 -0.33 4.38 0.102
H -4.22 -2.64 3.86 0.090
H -2.82 -3.54 4.23 0.029
C 1.53 -3.56 3.32 -0.256
H 0.85 -4.20 2.71 0.071
H 1.80 -4.03 4.29 0.066
H 2.44 -3.38 2.78 0.057
N 3.96 0.52 6.28 0.090
N 2.61 0.60 6.06 -0.334
N 1.80 -0.42 6.10 0.124
C 0.65 0.15 5.87 -0.234
N 0.72 1.49 5.71 0.028
N 2.03 1.76 5.85 0.041
H 4.36 -0.12 5.58 0.100
H 4.13 0.12 7.20 0.085
H -0.22 -0.51 5.82 0.087
```

Values from the calculation:
E_LUMO (spin up / spin down) = 3.57 / 3.57 eV
energy above the lowest of the compared OMol25 structures with the same formula, charge and spin = 0.000 eV
DFT total energy = -3789.338235 a.u.
charge = -2

Record 2
ORCA calculation (ωB97M-V with the def2-TZVPD basis set) on a structure of composition C51H48FILaN6O5PSSe2Te2.

```
119
Properties=species:S:1:pos:R:3:lowdin_charge:R:1
La 2.07 -2.42 0.34 1.549
Se 3.57 0.02 2.12 -0.290
Te 5.08 -1.89 2.82 0.123
Te 5.67 -2.79 0.28 -0.006
Se 4.16 -4.71 -0.15 -0.372
C -4.89 -4.71 -2.54 -0.057
C -3.82 -4.70 -3.61 -0.324
C -3.64 -6.09 -4.20 -0.156
C -2.73 -6.03 -5.38 -0.137
C -1.44 -5.35 -5.02 -0.133
C -0.28 -5.56 -5.73 0.047
C 0.95 -5.03 -5.34 -0.233
F 2.02 -5.31 -6.14 0.059
C 1.05 -4.26 -4.21 0.090
C -0.14 -3.91 -3.52 -0.036
C -0.01 -3.14 -2.29 -0.325
O 1.08 -2.71 -1.92 -0.171
C -1.18 -2.97 -1.53 -0.042
C -2.34 -3.52 -1.97 0.042
N -2.50 -4.23 -3.12 0.046
C -1.35 -4.50 -3.88 -0.066
C -1.18 -2.27 -0.18 -0.624
O -2.21 -2.38 0.46 0.037
O -0.13 -1.64 0.21 -0.298
H -5.87 -5.11 -2.96 0.109
H -5.09 -3.71 -2.17 0.072
H -4.55 -5.29 -1.67 0.102
H -4.18 -3.96 -4.39 0.174
H -4.63 -6.42 -4.45 0.114
H -3.25 -6.73 -3.39 0.147
H -3.22 -5.58 -6.24 0.127
H -2.48 -7.05 -5.71 0.124
H -0.37 -6.27 -6.57 0.143
H 2.00 -3.97 -3.80 0.134
H -3.17 -3.33 -1.33 0.123
I 4.83 0.11 -2.14 0.872
C 4.19 1.05 -3.98 -0.553
C 5.17 0.90 -4.93 -0.211
C 5.15 1.54 -6.17 -0.078
C 4.16 2.44 -6.42 -0.051
C 3.14 2.64 -5.49 -0.165
C 2.18 3.63 -5.84 -0.024
C 1.18 3.96 -4.94 -0.042
C 1.02 3.12 -3.81 -0.095
C 1.91 2.15 -3.45 -0.309
P 1.36 1.16 -1.96 1.098
C -0.44 0.72 -2.36 -0.344
C -0.71 0.08 -3.56 -0.103
C -1.93 -0.50 -3.89 -0.090
C -2.97 -0.49 -2.96 -0.109
C -2.70 0.09 -1.74 -0.082
C -1.49 0.74 -1.46 -0.101
C 1.32 2.54 -0.72 -0.352
C 0.27 3.41 -0.48 -0.120
C 0.36 4.40 0.48 -0.109
C 1.51 4.51 1.25 -0.107
C 2.56 3.67 1.03 -0.093
C 2.47 2.67 0.08 -0.132
C 3.03 1.88 -4.27 -0.174
H 6.04 0.28 -4.74 0.076
H 5.94 1.35 -6.87 0.102
H 4.12 2.97 -7.37 0.117
H 2.32 4.22 -6.73 0.105
H 0.41 4.69 -5.19 0.106
H 0.19 3.25 -3.18 0.073
H 0.08 0.02 -4.26 0.093
H -2.02 -0.91 -4.88 0.100
H -3.94 -0.96 -3.24 0.114
H -3.55 0.10 -1.04 0.119
H -1.37 1.24 -0.50 0.064
H -0.64 3.30 -1.03 0.091
H -0.46 5.11 0.59 0.114
H 1.58 5.27 2.02 0.102
H 3.44 3.80 1.64 0.106
H 3.30 2.01 -0.02 0.008
C -3.91 5.21 4.61 -0.098
C -3.14 4.12 3.84 -0.243
C -1.64 4.15 4.00 -0.181
N -0.95 3.11 3.23 0.027
C -0.84 1.79 3.41 -0.833
S -0.43 0.71 2.26 0.796
N -0.96 1.32 4.77 0.107
C -0.17 1.65 5.87 -0.396
O -0.11 0.79 6.74 0.054
C 0.62 2.95 5.92 -0.161
C 1.60 3.28 4.96 -0.021
C 2.41 4.39 5.18 -0.066
C 2.23 5.19 6.30 -0.076
C 1.31 4.83 7.27 -0.065
C 0.48 3.72 7.07 -0.035
H -4.97 5.15 4.33 0.073
H -3.58 6.20 4.38 0.056
H -3.86 5.11 5.70 0.076
H -3.36 4.20 2.78 0.112
H -3.50 3.16 4.17 0.104
H -1.38 4.13 5.04 0.096
H -1.31 5.14 3.60 0.138
H -0.59 3.40 2.34 0.072
H -1.17 0.35 4.77 0.097
H 1.79 2.72 4.04 0.110
H 3.15 4.66 4.42 0.107
H 2.88 6.02 6.39 0.097
H 1.18 5.40 8.17 0.103
H -0.31 3.45 7.78 0.126
C -0.56 -2.62 5.94 -0.015
N 0.20 -2.92 4.74 -0.059
C -0.08 -4.10 3.93 -0.009
C 0.59 -3.68 2.67 -0.524
O 0.63 -4.26 1.59 -0.063
N 1.19 -2.50 2.80 0.031
C 0.98 -2.07 4.06 -0.419
N 1.55 -0.99 4.53 0.214
H -0.60 -3.49 6.61 0.097
H -1.63 -2.35 5.78 0.103
H -0.17 -1.79 6.49 0.056
H -1.15 -4.18 3.70 0.156
H 0.28 -5.04 4.30 0.140
H 2.11 -0.44 3.84 -0.070
H 1.23 -0.52 5.34 0.079
```

Values from the calculation:
E_LUMO = -0.06 eV
energy above the lowest of the compared OMol25 structures with the same formula, charge and spin = 0.965 eV
DFT total energy = -9184.874453 a.u.

Record 3
ORCA calculation (ωB97M-V with the def2-TZVPD basis set) on a structure of composition C51H48FKN11O8PSe.

```
122
Properties=species:S:1:pos:R:3:lowdin_charge:R:1
K -0.71 -0.62 0.23 0.713
O -4.50 -0.90 -0.26 -0.168
C -3.86 -0.04 0.42 -0.556
N -3.32 -0.17 1.59 0.102
C -3.60 -1.27 2.41 -0.265
C -4.89 -1.39 2.94 -0.046
C -5.22 -2.40 3.84 -0.134
C -4.25 -3.32 4.22 -0.130
C -2.97 -3.22 3.69 -0.033
C -2.62 -2.21 2.79 -0.261
N -1.30 -2.08 2.36 0.096
C -0.73 -2.99 1.65 -0.549
O -1.26 -3.99 1.05 -0.149
C 0.81 -2.87 1.49 -0.401
C 2.60 -4.17 2.49 -0.181
C 3.64 -3.45 2.03 -0.142
C 3.63 -2.12 1.51 -0.140
C 2.53 -1.28 1.41 -0.251
N 1.24 -1.52 1.56 -0.020
C -3.89 1.37 -0.12 -0.179
C -4.93 1.73 -0.98 -0.016
C -5.08 3.05 -1.35 -0.073
C -4.19 3.99 -0.84 -0.085
C -3.18 3.54 -0.01 -0.165
N -3.02 2.27 0.34 0.143
H -5.64 -0.67 2.63 0.107
H -6.23 -2.46 4.23 0.080
H -4.49 -4.11 4.92 0.082
H -2.21 -3.94 3.97 0.114
H 2.72 -5.18 2.86 0.102
H 4.60 -3.95 2.07 0.088
H 4.60 -1.69 1.25 0.062
H 2.74 -0.23 1.19 0.064
H -5.59 0.95 -1.33 0.111
H -5.88 3.35 -2.01 0.097
H -4.27 5.04 -1.09 0.091
H -2.46 4.24 0.42 0.095
C -3.69 -0.28 -3.60 -0.061
C -2.33 0.37 -3.79 -0.278
O -2.25 1.61 -3.11 -0.158
C -0.94 2.14 -3.20 -0.280
C -0.87 3.46 -2.46 -0.064
H -3.70 -1.22 -4.15 0.076
H -4.49 0.37 -3.98 0.073
H -3.87 -0.49 -2.55 0.048
H -2.14 0.54 -4.87 0.115
H -1.56 -0.30 -3.41 0.085
H -0.68 2.30 -4.26 0.115
H -0.22 1.44 -2.77 0.097
H -1.65 4.14 -2.81 0.077
H 0.11 3.92 -2.62 0.067
H -1.00 3.29 -1.39 0.051
O 1.47 2.04 0.25 -0.301
P 1.55 3.30 1.02 0.768
C 3.13 3.45 1.91 -0.253
C 3.80 4.65 2.13 -0.092
C 5.01 4.66 2.79 -0.098
C 5.56 3.47 3.25 -0.095
C 4.90 2.27 3.05 -0.066
C 3.68 2.25 2.38 -0.048
C 0.24 3.50 2.25 -0.270
C 0.15 4.62 3.07 -0.106
C -0.91 4.72 3.96 -0.098
C -1.86 3.71 4.02 -0.079
C -1.75 2.58 3.22 -0.053
C -0.69 2.48 2.34 -0.061
C 1.50 4.77 -0.05 -0.270
C 2.51 4.87 -1.01 -0.087
C 2.50 5.89 -1.95 -0.087
C 1.47 6.83 -1.93 -0.095
C 0.46 6.73 -0.99 -0.084
C 0.48 5.71 -0.05 -0.080
H 3.37 5.58 1.76 0.101
H 5.53 5.59 2.95 0.095
H 6.52 3.48 3.76 0.096
H 5.33 1.34 3.40 0.108
H 3.15 1.32 2.21 0.088
H 0.90 5.40 3.02 0.102
H -1.00 5.59 4.60 0.093
H -2.70 3.80 4.71 0.098
H -2.49 1.79 3.24 0.102
H -0.58 1.61 1.71 0.069
H 3.30 4.12 -1.03 0.115
H 3.28 5.95 -2.70 0.100
H 1.45 7.62 -2.67 0.097
H -0.35 7.45 -0.99 0.101
H -0.32 5.63 0.68 0.093
N 2.95 -0.71 -2.15 -0.054
N 2.15 0.44 -2.58 -0.067
H 2.32 -1.49 -2.26 0.023
H 3.02 -0.62 -1.14 0.032
H 2.18 0.42 -3.59 0.050
H 2.67 1.26 -2.29 0.042
Se -3.02 -3.00 -0.28 1.414
N -3.38 -4.24 -1.44 -0.210
C -2.56 -4.01 -2.51 -0.386
C -2.49 -4.77 -3.67 -0.040
C -1.58 -4.39 -4.64 -0.109
C -0.78 -3.27 -4.42 -0.178
N -0.82 -2.51 -3.33 0.108
C -1.71 -2.87 -2.39 -0.448
N -1.86 -2.16 -1.24 -0.285
H -3.12 -5.65 -3.79 0.102
H -1.48 -4.95 -5.56 0.081
H -0.05 -2.97 -5.17 0.091
F 5.37 -4.57 -2.33 0.069
C 4.57 -5.25 -1.49 -0.187
C 3.32 -4.82 -1.26 0.068
N 2.47 -5.48 -0.42 0.035
C 1.12 -4.95 -0.14 -0.008
C 1.10 -3.42 0.09 -0.264
O 1.28 -3.78 2.52 -0.015
O 1.23 -2.69 -0.87 0.060
C 2.84 -6.67 0.18 -0.479
O 2.10 -7.35 0.87 0.073
N 4.14 -7.05 -0.07 0.211
C 5.10 -6.44 -0.88 -0.417
O 6.21 -6.93 -1.01 0.057
H 2.95 -3.92 -1.71 0.140
H 0.72 -5.46 0.72 0.121
H 0.48 -5.13 -1.00 0.145
H 4.43 -7.90 0.38 0.158
```

Values from the calculation:
E_LUMO = 3.44 eV
energy above the lowest of the compared OMol25 structures with the same formula, charge and spin = 0.000 eV
DFT total energy = -6619.152638 a.u.
charge = -2